No. 1
ORCA calculation (ωB97M-V/def2-TZVPD) on a cluster of 2 separate species, C7H12N in total.

Geometry (Å):
C: 0.2663 -0.8375 -2.7172
C: -0.4399 -0.2050 -1.8449
C: 1.5182 -0.1420 2.0302
C: 0.9646 0.8469 2.4694
C: 1.9516 -1.3061 1.3510
C: -2.3445 0.0278 -0.2370
C: -1.0857 0.3992 -0.8905
N: -0.2868 1.5402 -0.1753
H: 0.0578 -0.6995 -3.7700
H: 1.0203 -1.5824 -2.5618
H: 0.7068 1.6581 3.0953
H: 1.7096 -2.1583 1.9867
H: 3.0681 -1.2760 1.1649
H: 1.3266 -1.4278 0.3799
H: -2.6617 0.6179 0.5380
H: -3.2085 0.0927 -1.0822
H: -2.3020 -0.9905 0.0908
H: 0.3727 1.9849 -0.8139
H: 0.1099 1.1099 0.7618
H: -0.7433 2.3476 0.2250

Atoms 1-6, force components in eV/Å:
C -0.33 -0.07 -1.31
C 0.15 0.25 0.93
C -1.46 2.09 0.33
C 0.92 -0.99 -0.03
C 0.53 -1.25 -1.68
C -2.22 -1.22 -4.08

- energy (eV) = -8932.7140
- multiplicity = 1
- F_max (eV Å⁻¹) = 4.8
- lowest unoccupied orbital energy (eV) = -3.3
- orbital gap (eV) = 10.52
- energy above the lowest of the compared OMol25 structures with the same formula, charge and spin (eV) = 4.288
- charge = +1

No. 2
ORCA calculation (ωB97M-V/def2-TZVPD) on a structure of composition C7H12N2.

Geometry (Å):
C: 3.3064 -0.1614 0.1563
C: 0.7105 -0.9610 -0.0046
C: 0.2655 -2.4277 -0.0340
C: -1.3367 0.3160 0.0670
C: 0.4441 1.0176 -1.4856
C: 0.8266 1.0864 1.1668
C: 0.1789 0.3713 -0.0602
N: 4.0201 0.7636 0.0004
N: 2.6254 -1.1928 0.2971
H: 0.0169 -2.7529 -1.0055
H: -0.6508 -2.5930 0.5158
H: 1.0554 -2.9837 0.4268
H: -1.5129 -0.7423 -0.3035
H: -1.6170 0.3086 1.1070
H: -1.9698 1.0065 -0.4754
H: 1.4644 1.3925 -1.7422
H: -0.1226 1.9790 -1.3544
H: 0.0758 0.2340 -2.1517
H: 0.1975 1.9911 1.3408
H: 0.8909 0.4771 2.1498
H: 1.8711 1.4594 0.8043

Atoms 1-6, force components in eV/Å:
C -0.04 -0.14 -0.32
C 2.95 -3.60 0.28
C 0.16 2.34 0.99
C -0.15 -3.01 -0.07
C 0.29 1.41 1.75
C 1.07 1.66 -0.30

- energy (eV) = -10427.3721
- ⟨S²⟩ = 2.03
- multiplicity = 3
- F_max (eV Å⁻¹) = 4.7
- lowest unoccupied orbital energy (alpha / beta) (eV) = 0.4 / -1.9
- orbital gap (alpha / beta) (eV) = 8.56 / 7.61
- energy above the lowest of the compared OMol25 structures with the same formula, charge and spin (eV) = 0.640

No. 3
ORCA calculation (ωB97M-V/def2-TZVPD) on the ion C7H12N2 with charge +2.

Geometry (Å):
C: -0.8608 2.1440 0.3791
C: -0.7805 1.4971 -0.7895
C: 0.6363 0.6415 1.3861
C: 1.3033 -1.6862 2.0756
C: 1.3947 -0.3878 1.8314
C: -1.0849 -0.6969 -0.1949
C: 0.4086 -0.0742 -2.1393
N: -0.0528 1.7489 1.4279
N: -0.3178 0.2620 -0.9081
H: -1.2827 3.0337 0.4728
H: -1.0574 2.1165 -1.6935
H: 2.1006 -2.2798 2.4734
H: 0.3588 -2.2230 1.8204
H: 2.2660 0.1004 2.1862
H: -0.6744 -1.7435 -0.2765
H: -0.8733 -0.5553 0.8369
H: -2.2265 -0.5392 -0.3685
H: 1.0854 -0.8570 -1.7729
H: -0.3378 -0.4832 -2.7834
H: 0.8909 0.7752 -2.4042
H: -0.2028 2.3829 2.1729

Atoms 1-6, force components in eV/Å:
C 2.04 -2.66 -1.17
C -0.96 2.47 -1.52
C -1.48 1.21 -0.10
C -2.31 -2.27 -0.58
C 0.01 1.97 0.58
C -1.58 -2.42 0.56

- energy (eV) = -10409.5298
- multiplicity = 1
- F_max (eV Å⁻¹) = 4.3
- lowest unoccupied orbital energy (alpha / beta) (eV) = -10.7 / -11.4
- orbital gap (alpha / beta) (eV) = 7.67 / 6.64
- energy above the lowest of the compared OMol25 structures with the same formula, charge and spin (eV) = 4.818
- charge = +2

No. 4
ORCA calculation (ωB97M-V/def2-TZVPD) on the molecule C7H12N2O2.

Geometry (Å):
C: 1.6668 -0.0059 -0.7451
C: 1.8126 0.6203 0.3820
C: 0.5669 -0.1571 0.2691
C: 1.9165 -0.2998 -2.1945
C: 2.5452 1.2884 1.4845
C: 0.4493 -1.4267 0.9369
C: -4.2904 -0.0662 -0.1692
N: -1.8424 -0.1040 0.0891
N: -0.7658 0.5581 -0.0104
O: -0.6476 1.7459 -0.2522
O: -3.0738 0.6660 0.0047
H: 1.9350 0.5971 -2.6829
H: 2.8512 -0.7763 -2.3082
H: 0.9918 -0.9242 -2.4665
H: 3.5395 1.0640 1.2192
H: 2.3301 2.4170 1.3483
H: 2.1459 0.8194 2.4707
H: -0.1188 -2.0563 0.3526
H: 1.4692 -1.6550 1.0052
H: 0.0877 -1.4390 1.9407
H: -4.1572 -1.0730 0.3184
H: -4.4060 -0.3369 -1.3183
H: -5.0060 0.5442 0.3261

Atoms 1-6, force components in eV/Å:
C -0.77 0.96 0.05
C -0.86 0.09 0.23
C -0.15 0.83 -1.46
C -2.47 -2.34 2.44
C -2.39 0.89 -0.12
C 0.05 0.12 1.30

- energy (eV) = -14521.1940
- SMILES string = CO/N=[N+](\[O-])C1(C)C(C)=C1C
- multiplicity = 1
- F_max (eV Å⁻¹) = 4.4
- lowest unoccupied orbital energy (eV) = 0.8
- orbital gap (eV) = 9.54
- energy above the lowest of the compared OMol25 structures with the same formula, charge and spin (eV) = 8.596